Record 1
Molecular formula: C7H7N
Method: DFT, the ωB97M-V functional and the def2-TZVPD basis

Cartesian coordinates (Å):
C -1.7752 0.7017 -0.9618
C -1.1247 -0.2678 -1.6970
C 0.0914 -0.7529 -1.2325
C 0.6265 -0.2511 -0.0420
C -0.0742 0.8165 0.5607
C 0.7654 -0.4844 1.9574
C 1.9121 -0.1925 1.7538
H -2.7676 1.0960 -1.2420
H -1.5604 -0.6615 -2.6071
H 0.5757 -1.5125 -1.8124
H 1.5427 -0.6433 0.3438
H 0.3970 1.3627 1.3764
H -0.2508 -0.5200 2.0763
H 2.8984 0.0233 1.3794
N -1.2563 1.2857 0.1470

Values from the calculation:
- Energy relative to the best compared isomer or geometry (same formula, charge and spin): 149.9 kcal/mol
- Spin multiplicity: 1
- Kohn-Sham gap: 8.797 eV

***

Record 2
Molecular formula: C2H5N3OS
Method: DFT, the ωB97M-V functional and the def2-TZVPD basis

Cartesian coordinates (Å):
C 0.3390 0.2720 -0.0550
C -0.4026 -1.3900 -0.6478
N 0.4879 -1.9044 -1.5037
N -0.3207 2.2763 1.1873
N -0.4577 0.9080 0.7807
O 1.4394 0.6085 -0.3678
S -1.8818 -1.8631 -0.2695
H 1.3146 -1.4611 -1.5625
H 0.4447 -2.8364 -1.8536
H 0.7017 2.5116 0.9300
H -0.2834 2.3142 2.1873
H -1.3812 0.5644 1.1745

Values from the calculation:
- Energy relative to the best compared isomer or geometry (same formula, charge and spin): 57.2 kcal/mol
- Spin multiplicity: 1
- Kohn-Sham gap: 9.081 eV

***

Record 3
Molecular formula: C12H34N7O6Pd
Method: DFT, the ωB97M-V functional and the def2-TZVPD basis

Cartesian coordinates (Å):
Pd -0.1657 0.4745 0.0322
C 3.3884 0.6480 2.5872
C 2.0728 1.4484 2.5064
C 2.4180 2.9440 2.2267
O 1.1458 0.8127 1.7040
H 3.9761 1.1578 3.3505
H 3.9268 0.7481 1.6447
H 3.4231 -0.4117 2.8399
H 1.8634 1.4898 3.5753
H 2.6747 3.2049 1.2000
H 3.1504 3.3445 2.9276
H 1.4994 3.4920 2.4365
C 0.1097 -5.8437 -0.8924
O 0.6992 -4.6124 -0.5331
C 0.4589 -4.1279 0.7899
C 0.6977 -2.6126 0.8488
N -0.4789 -1.7983 0.4488
C -1.2418 -2.3424 -0.6375
C -2.2371 -1.3441 -1.3238
O -1.4946 -0.1816 -1.6561
C -2.2928 0.8860 -2.3567
H -0.9254 -5.9307 -0.5620
H 0.6986 -6.5406 -0.2960
H 0.1932 -6.0541 -1.9586
H 1.2525 -4.6185 1.3534
H -0.5055 -4.3441 1.2496
H 1.6258 -2.4712 0.2949
H 1.0235 -2.3537 1.8563
H -1.0632 -1.8676 1.2697
H -1.7460 -3.2602 -0.3348
H -0.5322 -2.7231 -1.3721
H -3.1387 -1.0227 -0.8024
H -2.5376 -1.8211 -2.2567
H -1.7116 1.8063 -2.4143
H -3.2676 1.2007 -1.9840
H -2.5115 0.5991 -3.3853
C -0.3917 3.8885 -0.4531
O -0.3341 2.6487 -0.4475
N -0.2450 4.7208 -1.4342
N -0.8117 4.5722 0.5820
H 0.3028 4.4784 -2.2474
H -0.3981 5.6932 -1.2082
H -0.8009 5.5746 0.4588
H -1.1590 4.1792 1.4452
C -3.2817 0.7521 1.0400
O -2.0831 0.8828 0.8281
N -3.7469 0.2092 2.1030
N -4.2611 1.0611 0.2787
H -3.0894 -0.2427 2.7224
H -4.7473 0.1031 2.1923
H -5.2249 0.9407 0.5555
H -4.1408 1.3995 -0.6653
C 2.4689 0.2682 -2.0865
O 1.3854 0.2734 -1.5579
N 2.7981 -0.2854 -3.2088
N 3.5179 0.6403 -1.5443
H 2.2151 -0.6353 -3.9556
H 3.7861 -0.2773 -3.4183
H 4.4223 0.2502 -1.7677
H 3.3712 0.9298 -0.5878

Values from the calculation:
- <S²>: 2.00
- Charge: +1
- Energy relative to the best compared isomer or geometry (same formula, charge and spin): 42.2 kcal/mol
- Spin multiplicity: 3
- Kohn-Sham gap (alpha / beta): 7.499 / 7.276 eV

***

Record 4
Molecular formula: O2
Method: DFT, the ωB97M-V functional and the def2-TZVPD basis

Cartesian coordinates (Å):
O -0.4361 0.3671 0.2840
O 0.4361 -0.3671 -0.2840

Values from the calculation:
- Energy relative to the best compared isomer or geometry (same formula, charge and spin): 4.9 kcal/mol
- Spin multiplicity: 1
- Kohn-Sham gap: 7.839 eV

***

Record 5
Molecular formula: C6H8N2S
Method: DFT, the ωB97M-V functional and the def2-TZVPD basis

Cartesian coordinates (Å):
C 1.6210 -1.5547 0.1578
C 2.9207 -1.0885 0.1530
C 0.7215 -0.5529 0.0626
C 1.1407 0.7859 -0.0028
C -0.7681 -0.7516 0.0277
C -2.5077 1.0211 -0.0499
N 0.3029 1.7820 0.1470
N -1.4533 0.3631 0.5399
S 2.8806 0.6205 -0.2712
H 1.3574 -2.6437 0.2179
H 3.8825 -1.6931 0.1266
H -1.1241 -0.9812 -0.9482
H -0.8744 -1.5559 0.7230
H -3.4474 0.6635 0.5600
H -2.4387 2.0818 0.1938
H -2.7899 0.8472 -1.1927
H 0.5763 2.6565 -0.4445

Values from the calculation:
- Energy relative to the best compared isomer or geometry (same formula, charge and spin): 108.8 kcal/mol
- Spin multiplicity: 1
- Kohn-Sham gap (alpha / beta): 8.409 / 6.601 eV

***

Record 6
Molecular formula: C25H51B3ClNO12S4
Method: DFT, the ωB97M-V functional and the def2-TZVPD basis

Cartesian coordinates (Å):
C -0.4614 2.0706 -2.2811
C 0.9435 2.4022 -3.0962
N 1.0884 1.6583 -4.4053
C -0.0824 1.8712 -5.3390
C -0.6828 0.3929 -5.7157
B -2.2489 0.1454 -5.2775
O -3.0939 -0.8089 -6.0783
B -4.4216 -0.1843 -6.3221
O -5.0821 0.7937 -5.4309
B -4.0196 1.5975 -4.7950
C -3.8997 3.2384 -4.7878
C -5.2235 3.9918 -4.1289
C -5.8988 4.9248 -5.3348
Cl -4.5528 5.2058 -2.8441
O -2.9152 0.8252 -4.1258
C 2.3961 2.0083 -5.1194
C 2.7672 3.5527 -5.6364
O 3.2248 0.9563 -5.3480
H -0.8235 0.9515 -2.4626
H -0.3595 2.3187 -1.1225
H -1.2650 2.8551 -2.6860
H 1.1524 3.5737 -3.1830
H 1.8154 1.9985 -2.3878
H 0.3719 2.3117 -6.3511
H -0.8727 2.6548 -4.9778
H -0.5825 0.1690 -6.8774
H -0.0369 -0.4152 -5.1239
H -5.0054 -0.5246 -7.3022
H -2.9727 3.5259 -4.0997
H -3.7106 3.7181 -5.8393
H -6.0018 3.2422 -3.6704
H -6.0558 4.2184 -6.2716
H -5.1009 5.7648 -5.5762
H -6.8981 5.4131 -4.9560
H 2.0878 3.7275 -6.6022
H 3.8737 3.6612 -6.0026
H 2.4344 4.3778 -4.8653
O 6.3475 1.2971 -2.2370
S 6.6586 0.7836 -3.5544
O 6.9153 1.6533 -4.6850
C 8.0035 -0.3759 -3.4054
C 7.3218 -1.7095 -3.1384
C 6.1283 -1.7626 -4.0909
C 5.4133 -0.4152 -4.0058
H 8.6750 -0.0681 -2.6020
H 8.5392 -0.3914 -4.3593
H 8.0052 -2.5490 -3.2964
H 6.9689 -1.7500 -2.1010
H 6.4858 -1.9265 -5.1148
H 5.4502 -2.5856 -3.8445
H 4.9691 -0.1343 -4.9641
H 4.6466 -0.4174 -3.2262
O -2.1637 0.0866 2.4043
S -1.4888 0.0038 1.1261
O -1.4881 1.0991 0.1770
C 0.1935 -0.5118 1.4084
C 0.1304 -2.0316 1.3789
C -0.7834 -2.3856 0.2066
C -2.0172 -1.4895 0.3000
H 0.5513 -0.1151 2.3600
H 0.8039 -0.1270 0.5860
H 1.1249 -2.4730 1.2663
H -0.3039 -2.4078 2.3129
H -0.2579 -2.1927 -0.7366
H -1.0624 -3.4439 0.2162
H -2.4079 -1.2385 -0.6894
H -2.8026 -1.9515 0.9045
O -4.6244 -2.5091 4.7965
S -3.5215 -2.2885 5.7082
O -2.5222 -3.3033 5.9767
C -2.6960 -0.7799 5.2410
C -3.4367 0.3062 6.0069
C -3.6589 -0.2549 7.4106
C -4.1763 -1.6841 7.2567
H -2.7410 -0.6490 4.1585
H -1.6548 -0.8528 5.5691
H -2.8692 1.2411 6.0284
H -4.4043 0.5076 5.5318
H -2.7066 -0.2639 7.9547
H -4.3594 0.3588 7.9856
H -3.8328 -2.3263 8.0716
H -5.2678 -1.7103 7.1963
O 0.7746 -0.8983 7.1467
S 1.3387 -2.2169 6.9485
O 1.6274 -2.7469 5.6309
C 2.7993 -2.3639 7.9588
C 2.2821 -2.8776 9.2942
C 1.2552 -3.9564 8.9534
C 0.3521 -3.3992 7.8544
H 3.2998 -1.3971 8.0351
H 3.4614 -3.0950 7.4854
H 3.0927 -3.2701 9.9151
H 1.7951 -2.0648 9.8463
H 1.7737 -4.8507 8.5867
H 0.6723 -4.2521 9.8313
H 0.0129 -4.1855 7.1752
H -0.5092 -2.8716 8.2733

Values from the calculation:
- Energy relative to the best compared isomer or geometry (same formula, charge and spin): 83.7 kcal/mol
- Spin multiplicity: 1
- Kohn-Sham gap: 9.416 eV

***

Record 7
Molecular formula: C23H19IN4O7V
Method: DFT, the ωB97M-V functional and the def2-TZVPD basis

Cartesian coordinates (Å):
V -1.4608 -0.1469 -0.5123
O 2.6990 -1.4122 -1.6575
C 3.2225 -0.1788 -1.7572
C 4.6118 -0.0688 -1.8381
C 5.2118 1.1689 -1.9307
C 4.4407 2.3313 -1.9413
C 3.0689 2.2290 -1.8571
C 2.4345 0.9852 -1.7686
C 0.9666 0.9017 -1.6386
O 0.4108 -0.2523 -1.6070
N 0.2955 2.0468 -1.5121
N -0.9795 1.7778 -1.1944
C -1.8581 2.7096 -1.1015
C -3.2112 2.2931 -0.7520
C -4.2433 3.2184 -0.6358
C -5.5160 2.7671 -0.3287
C -5.7252 1.4107 -0.1414
C -4.6419 0.5538 -0.2613
N -3.4187 0.9746 -0.5660
H 1.7239 -1.2926 -1.5940
H 5.1925 -0.9819 -1.8224
H 6.2908 1.2335 -1.9947
H 4.9120 3.3022 -2.0109
H 2.4474 3.1134 -1.8553
H -1.6312 3.7560 -1.2806
H -4.0405 4.2698 -0.7856
H -6.3354 3.4675 -0.2332
H -6.7009 1.0187 0.1075
H -4.7500 -0.5122 -0.0984
N -3.7083 -2.7116 -3.1914
C -2.8181 -2.3620 -2.2490
O -2.3213 -1.2368 -2.2308
C -2.4191 -3.4214 -1.2515
I -4.0207 -3.7855 0.1153
H -4.0285 -2.0096 -3.8368
H -4.1918 -3.5906 -3.1413
H -1.5847 -3.0624 -0.6573
H -2.1847 -4.3663 -1.7331
O -0.6358 -1.8099 0.6409
C -0.6398 -0.9560 1.5823
O -1.5918 -0.1190 1.6647
C 0.5535 -0.8282 2.4636
C 0.5707 0.1412 3.4558
C 1.6989 0.3439 4.2504
C 2.7846 -0.4557 3.9924
O 3.9979 -0.4584 4.6178
C 4.8098 -1.3852 3.8968
O 3.9746 -2.0766 2.9774
C 2.7683 -1.4259 3.0005
C 1.6698 -1.6414 2.2160
H -0.3132 0.7487 3.5904
H 1.7281 1.0978 5.0242
H 5.2496 -2.0964 4.5963
H 5.5845 -0.8387 3.3503
H 1.6517 -2.3774 1.4252

Values from the calculation:
- <S²>: 3.76
- Spin multiplicity: 4
- Kohn-Sham gap (alpha / beta): 6.740 / 7.307 eV

***

Record 8
Molecular formula: C3H7N
Method: DFT, the ωB97M-V functional and the def2-TZVPD basis

Cartesian coordinates (Å):
C 0.5074 1.2207 -0.0628
C -0.0999 -0.0825 0.0220
C -0.2224 -0.8638 1.1318
N -0.8870 -0.4734 -1.1342
H 1.7697 -0.1679 0.2521
H -0.0009 1.9150 -0.7730
H 0.6704 1.7409 0.8886
H -0.8382 -1.7493 1.0639
H 0.3216 -0.5550 2.0316
H -0.7964 0.2670 -1.8253
H -0.4242 -1.2516 -1.5946

Values from the calculation:
- Energy relative to the best compared isomer or geometry (same formula, charge and spin): 119.3 kcal/mol
- Spin multiplicity: 1
- Kohn-Sham gap: 6.446 eV

***

Record 9
Molecular formula: C7H17NO
Method: DFT, the ωB97M-V functional and the def2-TZVPD basis

Cartesian coordinates (Å):
C -0.1494 1.2204 -0.9231
C -1.0072 0.2488 -1.5656
N -1.2340 -0.8813 -0.5897
C -0.0415 -1.7695 -0.4986
C -2.2162 -0.7920 0.4642
C -3.4896 0.2965 0.5450
O -2.0437 -1.7085 1.3447
H 0.1889 2.1370 -1.2165
H 0.6581 0.7056 -0.5352
H -0.7628 1.6526 0.0523
H -2.0699 0.6044 -1.8282
H -0.6869 0.0307 -2.7713
H -0.2908 -2.7643 -0.1419
H 0.5713 -1.8017 -1.5353
H 0.8274 -1.3781 0.0549
H -3.3402 1.2217 0.9959
H -3.8450 0.3759 -0.4978
H -4.4201 -0.2604 0.9218
C 3.1168 0.9047 0.4075
C 2.6852 -0.1340 1.4805
H 4.1585 0.6616 0.0731
H 2.3568 1.0437 -0.4392
H 3.1114 1.8760 0.8128
H 1.6986 -0.0383 1.8675
H 3.3539 -0.1289 2.3762
H 2.8704 -1.3228 1.1460

Values from the calculation:
- Energy relative to the best compared isomer or geometry (same formula, charge and spin): 99.2 kcal/mol
- Spin multiplicity: 1
- Kohn-Sham gap: 9.956 eV

***

Record 10
Molecular formula: C33H42Li2O17S
Method: DFT, the ωB97M-V functional and the def2-TZVPD basis

Cartesian coordinates (Å):
Li 10.6100 41.0860 57.4770
Li 13.4710 39.6620 52.7170
S 12.6830 39.3010 55.5310
O 11.4890 39.8890 56.1770
O 13.0330 40.1440 54.3960
O 13.7330 39.2470 56.5810
O 12.5210 37.9720 54.9620
C 11.7320 36.9640 51.6470
O 12.3500 38.1100 52.4960
H 12.0380 37.1400 50.5460
H 10.6340 36.9760 51.5410
H 12.0310 35.8960 52.0210
H 12.4710 37.9450 53.4910
C 10.2390 39.7230 60.4670
O 10.5920 39.8160 58.9850
H 10.6510 40.5580 60.8650
H 10.5980 38.8630 60.9880
H 9.2630 39.7540 60.7290
H 11.1790 39.0950 58.8620
C 13.2350 43.0040 58.4360
O 12.5840 41.7660 58.2950
H 12.6590 44.0110 58.4220
H 13.9260 43.2450 57.5320
H 13.9250 43.1220 59.3740
H 13.2760 41.1900 58.1290
C 11.7730 44.6300 54.5270
C 10.6110 45.3860 54.2330
C 9.3570 44.8240 53.8390
C 9.3400 43.4420 53.7410
C 10.5120 42.6460 54.0000
C 11.7020 43.2820 54.3810
O 12.8070 42.5710 54.5490
O 8.2460 45.6980 53.5860
H 12.8130 45.0350 54.6730
H 10.5400 46.3970 54.5240
H 8.3050 42.8690 53.5730
H 10.5270 41.5930 54.0580
H 12.8370 41.5130 54.5540
H 7.6040 45.0750 53.4310
C 13.3460 36.8970 60.7290
C 13.1770 35.6020 61.3030
C 13.0050 34.4790 60.5320
C 13.0370 34.7180 59.1820
C 13.0990 35.9630 58.5140
C 13.2220 37.1040 59.3630
O 13.2560 38.3270 58.8890
O 13.0850 33.1820 61.0130
H 13.6200 37.7090 61.3920
H 13.2750 35.5420 62.1540
H 12.7980 33.9630 58.3400
H 13.0470 36.1950 57.3880
H 13.5630 38.5330 57.8750
H 13.1790 32.4120 60.4660
C 18.5980 38.9960 56.0310
C 19.4890 40.0890 55.6210
C 19.0840 41.2710 55.0480
C 17.7430 41.6180 55.0720
C 16.8320 40.7280 55.6180
C 17.2170 39.3880 56.1060
O 16.2040 38.5610 56.6160
O 20.1010 42.1930 54.6570
H 19.0230 38.1310 56.4190
H 20.4990 39.9280 55.5530
H 17.2990 42.5430 54.5940
H 15.8150 40.9590 55.7700
H 15.3060 38.9940 56.5650
H 20.7890 41.6710 54.4180
C 11.3020 34.5370 55.7050
C 10.3930 33.4010 55.7750
C 10.5380 32.2950 54.8790
C 11.5520 32.2900 53.8450
C 12.4250 33.3810 53.7750
C 12.3510 34.4950 54.8020
O 13.1350 35.5490 54.7450
O 9.7660 31.2300 54.9320
H 11.2510 35.4300 56.2280
H 9.4900 33.3940 56.3990
H 11.6490 31.4660 53.1400
H 13.0820 33.6360 52.9620
H 12.7810 36.4780 55.0680
H 9.1970 31.4210 55.6500
C 6.6690 36.5060 56.6240
C 7.1100 37.6650 56.1180
C 8.3910 38.0850 56.1990
C 9.3320 37.2800 56.9440
C 8.9130 36.0600 57.5040
C 7.5630 35.7000 57.4220
O 7.1220 34.5810 58.0760
O 8.8580 39.1740 55.5960
H 5.7520 36.1790 56.3600
H 6.4690 38.2410 55.5260
H 10.5090 37.3580 57.0430
H 9.6650 35.5760 58.2960
H 6.2260 34.4130 57.9140
H 9.7970 39.3150 55.5480

Values from the calculation:
- Energy relative to the best compared isomer or geometry (same formula, charge and spin): 0.0 kcal/mol
- Spin multiplicity: 1
- Kohn-Sham gap: 6.683 eV

***

Record 11
Molecular formula: C41H42MnP2Te
Method: DFT, the ωB97M-V functional and the def2-TZVPD basis

Cartesian coordinates (Å):
Mn 0.5545 -0.6851 -6.5734
C -2.0042 -0.3026 -0.2631
C -2.1885 -0.1369 -1.5780
C -2.8779 1.1017 -2.1030
C -1.9190 2.0686 -2.8166
C -0.6610 2.2981 -2.0176
C -0.6005 2.4925 -0.6820
C -1.6600 2.2432 0.3354
C -1.9765 0.7720 0.7718
C 1.7162 -0.4537 -1.6122
H -1.9182 -1.3075 0.1474
H -2.1283 -0.9819 -2.2516
H -3.3784 1.6142 -1.3003
H -3.6513 0.8058 -2.8235
H -1.6391 1.6947 -3.8086
H -2.4496 3.0288 -2.9779
H 0.2612 2.3443 -2.6208
H 0.3123 2.9422 -0.2768
H -2.5927 2.7437 0.0530
H -1.3145 2.7638 1.2390
H -1.2530 0.4935 1.5527
H -2.9613 0.8139 1.2693
H 2.5818 0.1088 -1.2477
H 0.8300 0.1755 -1.6817
H 1.9123 -0.9401 -2.5750
P -0.0763 -2.1879 -8.2710
P 1.9908 0.2186 -8.6267
C -0.5962 -0.5920 -8.9892
C 0.2912 0.3962 -9.2319
C -0.5310 -3.3620 -9.5808
C -1.6754 -3.0432 -10.3271
C -2.1146 -3.9027 -11.3315
C -1.4167 -5.0896 -11.5790
C -0.2500 -5.3898 -10.8566
C 0.2103 -4.5196 -9.8661
C -1.5225 -2.1582 -7.1687
C -1.6216 -0.9747 -6.3213
C -1.9142 -1.1987 -4.9557
C -2.6443 -2.3547 -4.6280
C -2.8755 -3.3491 -5.5856
C -2.1594 -3.3262 -6.7990
C 2.7366 0.7978 -10.2820
C 2.5481 -0.0132 -11.4184
C 2.8882 0.4598 -12.6914
C 3.4147 1.7493 -12.8512
C 3.6125 2.5526 -11.7250
C 3.2950 2.0708 -10.4478
C 2.0926 1.7952 -7.6729
C 3.2781 1.9965 -6.9525
C 3.4859 3.2116 -6.3041
C 2.5155 4.2169 -6.3776
C 1.3358 4.0079 -7.0917
C 1.1090 2.7899 -7.7316
H -1.6693 -0.4988 -9.2347
H 0.0601 1.2766 -9.8597
H -2.2239 -2.1246 -10.1232
H -3.0084 -3.6192 -11.8983
H -1.7939 -5.7687 -12.3451
H 0.2897 -6.3098 -11.0769
H 1.1216 -4.7321 -9.3104
H -1.7610 0.0635 -6.7223
H -1.5416 -0.4535 -4.2321
H -3.0381 -2.4708 -3.6096
H -3.5495 -4.1774 -5.3932
H -2.0482 -4.2130 -7.4240
H 2.1010 -1.0028 -11.3080
H 2.7403 -0.1758 -13.5648
H 3.6657 2.1218 -13.8466
H 4.0132 3.5607 -11.8359
H 3.4572 2.7213 -9.5883
H 4.0261 1.2026 -6.8987
H 4.4047 3.3791 -5.7518
H 2.6742 5.1734 -5.8828
H 0.5723 4.7814 -7.1691
H 0.1719 2.6179 -8.2679
Te 1.3656 -2.0466 -0.2037
C 1.0880 -1.4695 1.8187
C -0.0832 -1.7899 2.5536
C -0.2693 -1.2465 3.8382
C 0.7308 -0.4452 4.4099
C 1.9306 -0.2100 3.7128
C 2.1253 -0.7634 2.4430
H -0.8355 -2.4476 2.1183
H -1.1841 -1.4604 4.4096
H 0.5722 -0.0003 5.3940
H 2.7072 0.4081 4.1708
H 3.0664 -0.6394 1.9078

Values from the calculation:
- <S²>: 8.94
- Energy relative to the best compared isomer or geometry (same formula, charge and spin): 27.1 kcal/mol
- Spin multiplicity: 6
- Kohn-Sham gap (alpha / beta): 4.710 / 5.310 eV

***

> Which value of spin multiplicity does entry 9 give?

1